Below is a 7-piece molecular cluster, C52H77ClN5O20S overall at a distorted geometry, with properties calculated with ωB97M-V with the def2-TZVPD basis set.

Geometry as XYZ:
```
156
Properties=species:S:1:pos:R:3:forces:R:3
C 4.1980 -3.7831 -3.6009 0.58 2.04 1.74
C 4.7903 -2.7355 -2.8508 0.28 -3.05 -1.63
N 4.0976 -1.6376 -2.1582 0.08 -1.29 0.05
C 3.6226 -1.3925 -0.8136 -0.21 3.15 -5.40
N 3.7673 -2.2126 0.2227 -0.93 0.77 1.79
C 3.1352 -1.7369 1.5210 -1.09 0.53 1.25
C 2.4657 -2.9053 2.3817 -0.53 -1.26 -0.67
C 1.6056 -2.4413 3.6514 0.90 -0.13 0.95
C 1.3675 -0.8683 3.8222 -0.87 -0.71 1.29
N 0.1197 -0.5148 3.0751 -3.98 0.98 -1.66
C -1.1918 -0.9501 3.5513 -1.66 0.60 -1.47
C -2.3874 -0.5509 2.6485 6.52 0.91 -0.14
C -1.6288 0.2413 1.5174 2.08 -1.55 2.61
C -0.0896 0.2154 1.8382 -3.84 -0.75 0.41
C 4.4728 -3.5167 0.2719 1.62 -1.35 -0.91
C 3.6601 -4.7828 -0.2935 -0.58 -0.90 -0.39
C 3.3973 -5.9575 0.7906 0.17 -0.69 0.24
C 2.2531 -4.4546 -0.9904 -0.35 -0.56 -0.62
N 3.0076 -0.0898 -0.9690 0.45 0.20 -0.78
C 3.1119 0.4813 -2.3001 1.74 -5.95 2.83
C 2.5914 1.9022 -2.7845 0.06 0.20 1.25
C 0.9954 2.0856 -2.7559 -0.27 0.90 -1.27
C 0.7263 3.6698 -3.0697 0.75 -0.26 -0.06
C -0.2601 4.3700 -2.0137 1.32 1.23 0.51
S -1.8993 4.6125 -2.8431 0.32 -1.75 -6.41
O -1.6356 5.5152 -4.0420 -0.64 -1.84 4.07
O -2.3865 3.2533 -3.3144 0.91 3.55 2.53
Cl -3.2951 5.5968 -1.6684 0.88 -0.65 -0.14
N 3.7984 -0.5889 -3.0002 -2.14 5.22 0.16
C 4.0673 -0.4170 -4.4546 0.63 -0.77 -2.01
C 2.9827 -1.1132 -5.4163 -0.40 0.24 -0.81
C 1.7674 -0.1718 -5.8540 -3.36 1.42 -0.95
C 1.8337 1.3537 -6.1409 -3.24 -2.50 -0.10
C 0.5104 2.0860 -6.5632 -0.02 -2.67 0.52
C -0.8544 1.3710 -6.7309 2.63 -2.23 0.96
C -0.9284 -0.1627 -6.4863 3.94 1.60 0.72
C 0.3705 -0.8858 -6.0453 0.08 2.84 -0.57
H 4.8803 -4.5446 -4.1133 -1.06 1.34 0.86
H 3.0582 -3.9415 -3.6811 2.12 0.38 0.13
H 5.9464 -2.7221 -2.8288 -2.10 0.25 0.15
H 2.2834 -0.9905 1.2765 1.63 -1.25 0.15
H 3.8974 -1.1876 2.1825 -0.83 -0.77 -1.22
H 3.2160 -3.7025 2.7622 -1.04 1.56 -0.78
H 1.7509 -3.4948 1.6841 1.23 1.03 1.02
H 2.1707 -2.7983 4.6000 -0.89 0.68 -1.52
H 0.6030 -3.0173 3.6788 1.62 1.23 -0.15
H 2.2622 -0.1994 3.5895 -1.39 -0.95 -0.16
H 1.1196 -0.6894 4.9484 0.45 -0.35 -2.31
H -1.2653 -1.5552 4.5316 0.34 1.22 -1.83
H -3.4929 -0.7840 2.7895 1.93 0.42 -0.17
H -2.1364 0.7283 0.6018 1.24 -0.86 1.69
H 0.7618 0.6574 1.2253 -1.33 -0.73 1.10
H 4.8491 -3.8113 1.3274 -0.94 1.18 -1.60
H 5.4517 -3.4193 -0.3454 -1.66 -0.02 0.92
H 4.3255 -5.2653 -1.1114 -1.06 0.98 1.29
H 3.6278 -5.6605 1.8712 -0.19 -0.17 -1.52
H 4.0764 -6.8702 0.5635 -1.10 1.55 0.34
H 2.3008 -6.3379 0.7906 2.36 0.92 -0.14
H 2.2564 -3.5717 -1.7160 0.10 -1.07 1.14
H 1.3746 -4.3158 -0.2673 1.48 -0.12 -0.83
H 1.9825 -5.3859 -1.6292 0.41 1.48 1.08
H 3.0211 2.6759 -2.0335 -0.52 -1.46 -1.12
H 2.9662 2.2327 -3.8119 -0.40 -0.94 1.48
H 0.5377 1.5298 -3.6579 0.61 0.44 1.79
H 0.5053 1.8166 -1.7611 0.88 0.05 -1.43
H 0.3915 3.8327 -4.1625 0.24 -0.37 1.89
H 1.7442 4.2198 -2.9720 -2.04 -0.85 -0.09
H 0.1639 5.4306 -1.8125 -1.04 -1.59 -0.38
H -0.3017 3.8451 -1.0004 -0.37 0.48 -1.55
H 5.1020 -0.8148 -4.7876 -1.64 0.54 1.06
H 4.0832 0.7040 -4.7401 -0.03 -1.88 1.10
H 3.5513 -1.4403 -6.3726 -0.93 0.57 1.51
H 2.5238 -2.0703 -4.9776 0.84 1.54 -0.48
H 2.8384 1.8981 -6.0030 -1.95 -0.71 -0.48
H 0.5762 3.2122 -6.7511 -0.19 -1.86 0.27
H -1.8348 1.9053 -7.0244 2.08 -0.70 0.55
H -1.8725 -0.8047 -6.5982 1.55 1.38 0.15
H 0.3134 -2.0206 -5.8657 0.16 1.97 -0.27
C 3.5887 6.2603 2.7199 0.42 -0.31 0.02
C 3.3697 6.7092 1.2910 0.21 0.20 1.25
C 1.9303 6.9690 0.9573 -0.46 0.58 0.35
O 1.8810 6.6834 -0.4372 0.47 -0.61 -0.47
C 2.8745 5.7880 -0.6876 0.31 -0.24 -0.27
O 2.9927 5.1786 -1.7181 0.07 0.55 0.83
O 3.7125 5.6700 0.3753 -0.57 -0.06 -1.04
H 4.6583 6.1761 2.9283 -0.11 0.10 0.02
H 3.1522 6.9652 3.4307 0.03 0.01 -0.13
H 3.1593 5.2687 2.8907 -0.14 0.16 -0.09
H 3.9951 7.5805 1.0678 -0.10 -0.06 -0.08
H 1.6406 8.0034 1.1494 -0.03 -0.11 -0.22
H 1.2335 6.3023 1.4755 0.15 -0.03 0.04
C -6.4921 1.9730 0.8415 0.15 0.17 0.46
C -5.9670 0.5696 0.6264 -0.15 1.19 -0.17
C -6.8099 -0.2501 -0.3063 -0.12 0.05 -0.71
O -6.5903 -1.5754 0.1627 0.15 -0.11 0.66
C -6.2752 -1.4754 1.4833 0.04 -0.71 0.61
O -6.2244 -2.4055 2.2391 0.13 0.86 -0.63
O -6.0276 -0.1834 1.8356 -0.08 -0.88 -0.15
H -5.7914 2.5476 1.4528 -0.04 -0.02 -0.13
H -6.6332 2.4958 -0.1071 0.06 -0.10 0.02
H -7.4407 1.9587 1.3859 0.03 -0.13 -0.19
H -4.9224 0.6024 0.2966 -0.07 -0.11 -0.01
H -6.4923 -0.1520 -1.3458 -0.02 -0.19 0.11
H -7.8797 -0.0281 -0.2386 0.10 0.11 0.09
C -8.4797 -4.5441 2.8645 -0.23 -0.09 -0.28
C -9.2240 -4.3362 4.1658 0.66 0.14 -1.00
C -8.4276 -4.7156 5.3801 0.51 0.30 0.35
O -9.4375 -5.1024 6.3046 -0.43 -0.19 -0.25
C -10.5007 -5.5297 5.5666 -1.02 -0.60 0.42
O -11.4456 -6.1125 6.0165 0.83 0.52 -0.38
O -10.3470 -5.2097 4.2513 -0.14 -0.14 0.78
H -9.0725 -4.1660 2.0272 0.10 0.04 0.06
H -7.5176 -4.0276 2.8678 -0.22 -0.05 0.05
H -8.3132 -5.6082 2.6719 0.00 0.06 0.22
H -9.5880 -3.3048 4.2333 0.03 -0.07 0.11
H -7.8468 -3.8789 5.7723 -0.13 -0.12 0.11
H -7.7591 -5.5670 5.2161 -0.07 0.05 -0.16
C 2.6001 0.9308 10.1731 0.18 -0.43 0.21
C 2.3692 0.7049 8.6941 0.46 0.47 1.02
C 1.3018 1.5844 8.1115 -0.02 0.72 -0.09
O 0.7954 0.7902 7.0443 0.03 -0.70 -0.01
C 1.0196 -0.5091 7.3841 -0.37 -0.80 -0.08
O 0.5425 -1.4509 6.8115 0.40 0.76 0.49
O 1.8512 -0.6018 8.4570 -0.54 -0.05 -0.81
H 3.4463 0.3311 10.5179 -0.04 0.14 -0.03
H 2.8097 1.9809 10.3882 0.00 -0.06 -0.10
H 1.7334 0.6122 10.7593 -0.02 0.14 -0.18
H 3.3120 0.8033 8.1442 -0.11 0.00 -0.05
H 1.7021 2.5269 7.7339 -0.13 -0.14 -0.12
H 0.4836 1.7984 8.8064 0.13 -0.09 0.06
C -2.3577 -7.0851 -3.0037 0.27 -0.39 -0.21
C -2.1146 -7.0930 -1.5096 -0.65 -0.08 -1.02
C -2.2914 -5.7494 -0.8651 -0.63 0.38 0.12
O -1.4028 -5.8197 0.2442 0.70 -0.39 -0.06
C -0.4254 -6.7039 -0.0935 0.51 -0.19 0.41
O 0.5940 -6.8538 0.5236 -1.40 -0.09 -0.53
O -0.7509 -7.3930 -1.2205 0.40 0.40 0.80
H -2.3046 -8.1026 -3.3992 -0.10 0.10 0.03
H -3.3387 -6.6706 -3.2459 0.05 -0.04 0.11
H -1.5877 -6.5082 -3.5243 -0.11 0.10 0.17
H -2.7404 -7.8523 -1.0281 0.07 0.10 0.06
H -3.3160 -5.5831 -0.5280 0.19 0.03 0.14
H -1.9872 -4.9140 -1.5042 0.01 -0.14 -0.08
C 0.9925 7.2378 -4.8040 -0.35 0.32 -0.17
C 2.2454 7.9824 -5.2129 -0.83 -0.78 0.06
C 3.4482 7.6326 -4.3855 0.42 -0.47 0.04
O 4.2172 8.8280 -4.4352 -0.28 0.38 -0.05
C 3.3379 9.8504 -4.6366 0.22 1.30 0.05
O 3.6145 11.0105 -4.5299 -0.23 -1.06 -0.08
O 2.1040 9.3793 -4.9717 0.70 0.23 0.15
H 0.1765 7.4623 -5.4953 0.07 -0.13 0.07
H 1.1543 6.1575 -4.7994 0.04 0.08 -0.03
H 0.6546 7.5524 -3.8122 0.19 -0.08 -0.03
H 2.4403 7.8385 -6.2817 0.09 0.03 0.07
H 4.0102 6.7958 -4.8047 0.09 0.18 0.06
H 3.2104 7.4131 -3.3394 -0.16 -0.02 -0.11
```
Forces are in eV/Å.

The charge is +1. As for the total energy: -4663.96673 hartree. As for the HOMO-LUMO gap: 0.255 Eh. As for the HOMO energy: -9.46 eV.